Formula: C5H6O
Source: OMol25
Level of theory: ωB97M-V/def2-TZVPD

Output
Relative energy (zero: lowest compared OMol25 entry of this formula, charge and spin), eV: 1.535
Energy, Ha: -269.28982
SMILES: C#CCC(C)=O
LUMO, eV: 0.86
Largest force on an atom, eV/Å: 0.52
Highest occupied orbital energy, eV: -9.691
Charge: 0
Gap between HOMO and LUMO, eV: 10.547

Positions of all 12 atoms, in Å:
C1 2.230 0.158 1.089
C2 1.452 -0.266 0.274
C3 0.488 -0.789 -0.695
C4 -0.974 -0.538 -0.305
C5 -1.343 0.869 0.096
O1 -1.781 -1.438 -0.358
H1 2.927 0.525 1.811
H2 0.657 -0.313 -1.672
H3 0.613 -1.868 -0.829
H4 -2.423 0.938 0.232
H5 -1.015 1.583 -0.668
H6 -0.831 1.138 1.026

Atom charges from the natural (NBO) analysis, given in e for atoms 1 to 8: -0.246, 0.003, -0.591, 0.614, -0.729, -0.524, 0.242, 0.253